Computed, not measured: 4 unconnected molecules or ions with the total composition C8H8Cl9N, with the ωB97M-V functional and the def2-TZVPD basis.

```
26
Properties=species:S:1:pos:R:3:forces:R:3:lowdin_charge:R:1
Cl 0.273 0.498 -2.845 -0.154 0.241 -0.476 0.55
C 1.410 -0.021 -1.629 -0.210 -0.601 0.337 -1.56
Cl 2.967 0.788 -1.762 -0.067 -0.062 0.024 0.56
Cl 1.576 -1.794 -1.681 0.152 0.300 0.037 0.52
H 0.955 0.214 -0.674 0.271 0.065 0.094 -0.04
Cl 1.569 -0.470 4.743 0.013 0.148 0.251 0.53
C 1.686 -1.366 3.242 -0.066 -0.121 0.002 -1.55
Cl 0.640 -0.631 2.018 0.049 -0.130 -0.018 0.56
Cl 1.271 -3.064 3.499 0.013 0.093 -0.116 0.53
H 2.715 -1.318 2.911 -0.049 -0.003 -0.142 0.01
Cl 3.772 4.423 -1.582 -0.173 -0.065 -0.697 0.46
C 2.867 4.115 -3.128 0.073 0.359 1.226 -1.54
Cl 3.225 5.324 -4.331 0.253 0.003 -0.177 0.55
Cl 1.143 4.145 -2.753 0.016 -0.250 -0.124 0.50
H 3.181 3.130 -3.443 -0.177 -0.017 -0.224 -0.02
C -2.755 -0.179 1.105 0.321 0.538 0.256 -0.11
C -3.167 -1.276 1.839 0.327 -0.050 0.000 -0.09
C -3.098 -2.539 1.265 0.186 0.683 0.257 -0.15
N -2.583 -2.751 0.049 -0.271 -0.245 0.616 0.07
C -2.152 -1.684 -0.610 -0.141 0.190 -0.559 -0.17
C -2.244 -0.365 -0.166 -0.014 -0.817 -0.084 -0.10
H -2.751 0.796 1.581 -0.138 0.045 -0.184 0.11
H -3.423 -1.150 2.883 -0.328 -0.090 -0.088 0.10
H -3.446 -3.352 1.892 0.112 -0.448 -0.467 0.10
H -1.732 -1.885 -1.592 0.041 0.014 0.042 0.09
H -1.898 0.414 -0.830 -0.037 0.221 0.216 0.08
```
Positions in Å, forces in eV/Å.

total charge	0
HOMO energy	-9.783	eV
energy above the lowest of the compared OMol25 structures with the same formula, charge and spin	6.3	kcal/mol
SMILES	ClC(Cl)Cl.ClC(Cl)Cl.ClC(Cl)Cl.c1ccncc1
DFT total energy	-122617.1455	eV
HOMO-LUMO gap	10.15	eV

=====

Computed, not measured: C9H19N5O3 in the gas phase, with the ωB97M-V functional and the def2-TZVPD basis.

```
36
Properties=species:S:1:pos:R:3:forces:R:3:lowdin_charge:R:1
H -2.828 -0.314 1.191 0.648 -2.361 0.006 0.05
N -2.286 -1.150 1.604 -1.536 2.998 -0.391 0.10
C -1.323 -0.542 2.200 -1.269 -0.983 0.244 -0.66
N -0.620 -1.216 3.135 -1.467 -4.657 1.729 0.09
N -0.818 0.727 2.093 0.127 0.425 -0.459 0.03
C -1.586 1.558 1.198 0.335 1.370 -1.412 -0.22
C -0.768 2.773 0.544 -2.217 -1.177 -0.688 -0.14
C 0.604 2.346 -0.016 0.658 0.325 0.808 -0.15
C 0.858 1.561 -1.317 -1.295 3.085 1.125 -0.25
N 0.142 0.332 -1.355 0.180 -0.656 -1.308 0.13
C 0.686 -0.726 -0.705 0.199 -1.615 2.583 -0.39
O 1.307 -0.582 0.364 -0.602 -0.042 -1.968 0.05
C 0.438 -2.170 -1.259 -0.121 0.392 -0.715 -0.33
C -1.045 -2.651 -0.958 0.205 -0.649 0.111 -0.05
N 1.579 -3.027 -0.963 -4.164 -0.343 -0.344 0.07
C 2.336 1.543 -1.623 2.164 -1.940 2.334 -0.47
O 3.265 1.587 -0.823 -1.787 0.523 -1.284 0.12
O 2.551 1.199 -2.897 0.014 -0.482 -0.643 0.11
H -1.300 -2.077 3.369 2.493 2.240 -0.522 0.16
H -0.545 -0.671 3.968 0.412 0.359 0.454 0.08
H 0.149 0.457 1.866 -0.025 1.242 -0.287 0.11
H -2.409 2.016 1.747 0.002 0.009 0.280 0.11
H -2.096 0.895 0.462 0.734 0.887 -0.270 0.09
H -0.611 3.490 1.346 0.408 -0.057 0.149 0.09
H -1.514 3.368 -0.144 1.567 -1.390 0.745 0.14
H 1.130 1.800 0.803 -0.166 0.674 -0.669 0.12
H 1.119 3.279 -0.201 0.529 0.300 0.324 0.11
H 0.531 2.250 -2.091 -0.797 -0.324 -0.480 0.16
H -0.377 0.127 -2.198 0.287 -0.037 0.010 0.15
H 0.492 -2.155 -2.346 -0.369 0.742 -0.382 0.12
H -1.256 -3.653 -1.384 0.396 0.651 -0.643 0.07
H -1.821 -1.912 -1.346 1.164 -0.908 0.613 0.09
H -1.263 -2.909 0.090 0.317 1.004 -0.041 0.05
H 2.424 -2.721 -1.301 2.120 0.561 -0.185 0.05
H 1.451 -3.565 -0.161 0.764 -0.640 1.444 0.06
H 3.403 0.731 -2.888 0.088 0.473 -0.265 0.14
```
Positions in Å, forces in eV/Å.

total charge	0
HOMO energy	-8.830	eV
energy above the lowest of the compared OMol25 structures with the same formula, charge and spin	69.3	kcal/mol
SMILES	[H]/N=C(/N)NCCC[C@H](NC(=O)[C@H](C)N)C(=O)O
DFT total energy	-23232.9426	eV
HOMO-LUMO gap	9.26	eV

=====

Computed, not measured: 4 unconnected molecules or ions with the total composition C3H12IO3, with the ωB97M-V functional and the def2-TZVPD basis.

```
19
Properties=species:S:1:pos:R:3:forces:R:3:lowdin_charge:R:1
I 1.238 -1.220 -0.027 -0.028 -0.006 0.030 -0.11
C 2.230 -0.303 3.937 0.159 0.063 0.151 -0.21
O 1.098 0.211 3.276 0.161 0.104 0.107 -0.18
H 2.031 -1.283 4.386 0.008 -0.046 -0.052 0.07
H 3.094 -0.394 3.272 -0.050 -0.068 -0.065 0.07
H 2.520 0.379 4.741 -0.113 0.013 -0.004 0.06
H 1.167 -0.059 2.347 -0.228 -0.081 -0.151 -0.11
C -1.359 -1.199 -3.587 0.089 -0.123 0.056 -0.19
O 0.040 -1.249 -3.419 -0.190 0.034 -0.185 -0.18
H -1.819 -0.513 -2.870 -0.110 -0.004 -0.053 0.06
H -1.579 -0.855 -4.599 0.061 0.092 0.011 0.07
H -1.817 -2.190 -3.478 -0.026 0.040 0.099 0.07
H 0.224 -1.237 -2.465 0.247 -0.051 0.056 -0.11
C -1.518 1.720 -0.192 -0.089 0.332 0.039 -0.21
O -0.181 2.013 -0.534 -0.114 -0.022 0.118 -0.19
H -2.054 1.298 -1.050 -0.109 -0.120 0.108 0.06
H -1.604 1.056 0.672 0.112 -0.183 -0.122 0.07
H -2.013 2.654 0.092 0.070 0.015 -0.141 0.07
H 0.302 1.170 -0.502 0.150 0.010 0.000 -0.10
```
Positions in Å, forces in eV/Å.

total charge	-1
HOMO energy	-4.525	eV
energy above the lowest of the compared OMol25 structures with the same formula, charge and spin	30.1	kcal/mol
DFT total energy	-17550.7917	eV
HOMO-LUMO gap	8.07	eV

=====

Computed, not measured: 3 unconnected molecules or ions with the total composition C4H13NO2, with the ωB97M-V functional and the def2-TZVPD basis.

```
20
Properties=species:S:1:pos:R:3:forces:R:3:lowdin_charge:R:1
C -0.413 1.106 -0.526 0.810 1.068 -0.197 -0.20
C -0.903 -0.109 0.232 -0.233 -0.542 -0.470 -0.20
C -1.212 -1.101 -0.893 0.292 0.702 -1.073 -0.20
N -0.173 -0.854 -1.943 -0.038 -0.304 0.923 -0.07
C 0.147 0.593 -1.861 -0.030 -0.912 -0.306 -0.22
H 0.383 1.644 -0.024 0.350 -0.101 0.458 0.09
H -1.125 1.918 -0.649 -0.681 -0.347 -0.151 0.10
H -1.748 0.130 0.865 -0.096 -0.150 0.255 0.10
H -0.128 -0.601 0.823 -0.022 0.359 0.319 0.09
H -1.221 -2.139 -0.582 0.002 -0.145 -0.024 0.11
H -2.143 -0.859 -1.399 -0.459 -0.077 0.286 0.10
H 0.654 -1.356 -1.651 0.172 -0.111 -0.045 0.08
H -0.241 1.043 -2.769 -0.309 0.530 0.120 0.10
H 1.225 0.712 -1.889 0.175 0.003 -0.078 0.09
O 2.502 -0.704 0.243 -0.104 0.294 0.194 -0.06
H 3.282 -0.183 0.479 -0.291 -0.130 -0.052 0.05
H 1.743 -0.239 0.636 0.439 -0.138 -0.154 0.01
O -0.499 0.825 3.538 0.218 0.265 0.481 -0.06
H 0.231 0.675 4.155 -0.055 -0.188 -0.242 0.04
H -0.951 1.567 3.958 -0.140 -0.075 -0.245 0.04
```
Positions in Å, forces in eV/Å.

total charge	0
HOMO energy	-8.645	eV
energy above the lowest of the compared OMol25 structures with the same formula, charge and spin	16.8	kcal/mol
SMILES	C1CCNC1.O.O
DFT total energy	-9943.4663	eV
HOMO-LUMO gap	9.15	eV

=====

| no. | strongest force on any atom (eV Å⁻¹) |
| --- | --- |
| 1 | 1.3 |
| 2 | 5.2 |
| 3 | 0.3 |
| 4 | 1.4 |